No. 1
{"formula": "C7H14N3S", "method": "ωB97M-V with the def2-TZVPD basis set", "gap_ev": [6.3, 7.5], "e_above_lowest_ev": 5.0565, "charge": 1, "homo_energy_ev": [-11.313, -12.429], "multiplicity": 1, "symbols": ["C", "C", "C", "C", "C", "C", "C", "N", "N", "N", "S", "H", "H", "H", "H", "H", "H", "H", "H", "H", "H", "H", "H", "H", "H"], "coordinates": [[-1.8917, -1.8106, 0.1633], [-2.6708, 0.5010, 0.1396], [-0.4914, -1.3520, 0.3633], [0.3857, 2.3193, 0.8813], [1.9592, 0.3827, 0.4664], [0.2238, 1.0850, -1.3670], [0.5208, 0.9402, 0.1409], [-0.3931, 0.0386, 0.7890], [-2.8399, -0.8128, 0.0145], [-2.3364, -3.0386, 0.1166], [-3.1436, 2.0029, -0.0454], [-0.0183, -1.8100, 1.2043], [0.0889, -1.8445, -0.4002], [0.5064, 3.2058, 0.0741], [-0.6065, 2.3632, 1.4323], [1.1707, 2.3579, 1.5460], [2.2375, -0.5909, -0.0074], [1.9094, 0.4220, 1.5605], [2.8352, 0.9710, 0.1493], [-0.9384, 1.3425, -1.5276], [0.7783, 2.0074, -1.9121], [0.4761, 0.1896, -2.0383], [-3.8917, -1.1291, 0.0904], [-1.6528, -3.7091, 0.0956], [-3.2511, -3.3560, -0.0514]], "lowdin_charge": [-0.18, -0.64, -0.15, -0.04, -0.03, -0.08, -0.66, 0.06, 0.05, 0.28, 0.86, 0.14, 0.14, 0.13, 0.07, 0.03, 0.09, 0.08, 0.09, 0.07, 0.13, 0.08, 0.22, 0.12, 0.14]}

No. 2
{"formula": "C7H14N3S", "method": "ωB97M-V with the def2-TZVPD basis set", "gap_ev": [8.5, 6.2], "e_above_lowest_ev": 6.0649, "charge": 1, "homo_energy_ev": [-13.057, -12.578], "multiplicity": 1, "symbols": ["C", "C", "C", "C", "C", "C", "C", "N", "N", "N", "S", "H", "H", "H", "H", "H", "H", "H", "H", "H", "H", "H", "H", "H", "H"], "coordinates": [[-0.5688, 1.5596, 0.2483], [-1.8529, 1.0983, -0.0534], [0.1691, 0.4379, -0.0203], [-2.9634, 1.9740, -0.0119], [-2.7031, -1.1664, -0.7329], [2.5468, -1.3335, -0.5717], [3.1089, -0.0844, 1.5412], [-0.3509, -0.6484, -0.4950], [-1.6462, -0.2274, -0.4040], [2.7540, -0.1703, 0.1323], [3.3858, 1.1830, -0.7404], [-0.1901, 2.4258, 0.8816], [-3.0943, 2.4927, 0.9463], [-2.8690, 2.8763, -0.6901], [-3.8872, 1.5016, -0.3144], [-3.5450, -0.8761, -0.1460], [-2.8531, -1.1986, -1.8021], [-2.2772, -2.1345, -0.4324], [3.4211, -1.8286, -1.1225], [2.1816, -2.0926, 0.1388], [1.7892, -1.1770, -1.2959], [4.2494, -0.0962, 1.7345], [2.8628, 0.9132, 1.8713], [2.6295, -0.7768, 2.1434], [2.4167, 1.0272, -1.7858]], "lowdin_charge": [-0.02, -0.27, -0.06, -0.02, 0.02, -0.18, -0.10, 0.12, -0.15, -0.56, 0.89, 0.15, 0.11, 0.13, 0.08, 0.09, 0.10, 0.10, 0.14, 0.12, 0.05, 0.14, 0.08, 0.08, -0.03]}

No. 3
{"formula": "C7H14N4", "method": "ωB97M-V with the def2-TZVPD basis set", "gap_ev": [7.6, 7.6], "e_above_lowest_ev": 4.3058, "charge": 2, "homo_energy_ev": [-15.828, -15.828], "multiplicity": 1, "symbols": ["C", "C", "C", "C", "C", "C", "C", "N", "N", "N", "N", "H", "H", "H", "H", "H", "H", "H", "H", "H", "H", "H", "H", "H", "H"], "coordinates": [[-1.4661, -1.8689, -0.4430], [-0.1219, -1.4087, -0.2038], [-2.6359, -1.2439, -0.2629], [0.4969, -0.1489, -0.2224], [-2.9338, 0.1973, 0.1462], [-1.9363, 0.9241, 0.9270], [2.9620, -0.8207, 0.1309], [1.9659, 0.0423, -0.2193], [4.1641, -0.4442, 0.2252], [0.3761, 2.3166, -0.5628], [-0.2184, 1.0144, -0.5353], [-1.5306, -2.8929, -0.6008], [0.6422, -2.0430, -0.0270], [-3.4827, -1.8063, -0.3848], [-3.3118, 0.6131, -0.7264], [-3.8808, 0.1162, 0.8723], [-2.0804, 2.0259, 1.1584], [-1.4004, 0.5290, 1.7938], [2.5493, -1.7255, 0.5351], [2.2843, 0.9802, -0.1864], [4.8548, -1.0494, 0.5942], [4.5908, 0.4561, -0.0068], [0.8617, 2.3979, 0.3318], [-0.1431, 3.0933, -0.8922], [-0.6057, 0.7458, -1.4412]], "lowdin_charge": [-0.04, 0.02, -0.03, -0.21, -0.18, 0.17, -0.08, 0.14, 0.25, 0.10, -0.02, 0.11, 0.06, 0.10, 0.11, 0.22, 0.13, 0.12, 0.17, 0.12, 0.15, 0.18, 0.11, 0.11, 0.18]}

No. 4
{"formula": "C7H14N4P", "method": "ωB97M-V with the def2-TZVPD basis set", "gap_ev": 9.0, "charge": 1, "homo_energy_ev": -12.840, "smiles": "Cc1nc2n(n1)[C@@H](P)[C@H]([NH3+])CC2", "multiplicity": 1, "symbols": ["C", "C", "C", "C", "C", "C", "C", "N", "N", "N", "N", "P", "H", "H", "H", "H", "H", "H", "H", "H", "H", "H", "H", "H", "H", "H"], "coordinates": [[-0.8437, -0.5707, 0.7867], [-2.6189, 0.3333, 0.0656], [0.2305, -1.3240, 1.4533], [1.5384, -0.5605, 1.1690], [1.7183, -0.1084, -0.3033], [0.6889, 1.0190, -0.4853], [-4.0842, 0.5722, -0.2427], [-2.1646, -0.6188, 0.8485], [-1.6532, 1.0166, -0.5469], [-0.5436, 0.4762, -0.0149], [1.3270, -1.3198, -1.1172], [1.1586, 2.5040, 0.5602], [0.1160, -1.2513, 2.4549], [0.0849, -2.2840, 1.0640], [1.6558, 0.3116, 1.6838], [2.4216, -1.2184, 1.5900], [2.7773, 0.3295, -0.3894], [0.6810, 1.2033, -1.5382], [-4.6297, 0.4104, 0.6168], [-4.1541, 1.5625, -0.4564], [-4.4736, -0.1084, -1.1109], [1.1783, -1.2445, -2.0908], [0.6072, -1.8981, -0.7586], [2.0036, -2.0830, -1.1815], [-0.1096, 3.2271, 0.0834], [2.1458, 3.0793, -0.3012]], "lowdin_charge": [-0.28, -0.38, -0.07, -0.15, -0.25, -0.54, 0.01, 0.18, 0.15, -0.14, 0.25, 0.91, 0.10, 0.11, 0.03, 0.17, 0.18, 0.11, 0.05, 0.04, 0.13, 0.16, 0.13, 0.19, -0.02, -0.09]}

No. 5
{"formula": "C7H14N5", "method": "ωB97M-V with the def2-TZVPD basis set", "gap_ev": 10.3, "e_above_lowest_ev": 2.8100, "charge": 1, "homo_energy_ev": -13.062, "multiplicity": 1, "symbols": ["C", "C", "C", "C", "C", "C", "C", "N", "N", "N", "N", "N", "H", "H", "H", "H", "H", "H", "H", "H", "H", "H", "H", "H", "H", "H"], "coordinates": [[-1.1055, -2.1117, 3.2007], [-1.1002, -0.7632, 2.7904], [0.1720, 2.4488, 0.0592], [0.6898, 1.5653, -1.1304], [-0.7408, 1.5184, 0.9020], [0.5655, 0.1120, -0.6549], [0.3007, -0.9737, -1.7279], [-0.7348, -2.9393, 2.1514], [-0.4939, -2.1670, 1.1459], [-0.5946, -0.8456, 1.5182], [-0.6230, 0.2054, 0.3229], [0.2471, -2.4299, -1.2469], [-1.2988, -2.4456, 4.1886], [-1.2260, 0.1077, 3.3631], [0.9954, 2.8494, 0.7398], [-0.2997, 3.2902, -0.4958], [-0.1803, 1.6574, -1.7893], [1.5705, 1.8326, -1.6584], [-0.2857, 1.6064, 1.8166], [-1.7305, 1.6544, 0.9793], [1.4199, 0.0458, 0.0657], [1.2087, -1.0080, -2.2839], [-0.6101, -0.8260, -2.1779], [-0.4788, -3.0243, -1.6750], [-0.0381, -2.3371, -0.1093], [1.1564, -2.8360, -1.2628]], "lowdin_charge": [-0.07, 0.00, -0.11, -0.12, -0.17, -0.25, -0.07, 0.07, -0.03, -0.01, 0.01, 0.12, 0.10, 0.11, 0.14, 0.12, 0.12, 0.12, 0.08, 0.09, 0.17, 0.12, 0.11, 0.16, 0.05, 0.13]}

No. 6
{"formula": "C7H14NO2", "method": "ωB97M-V with the def2-TZVPD basis set", "gap_ev": 10.7, "e_above_lowest_ev": 1.4726, "charge": 1, "homo_energy_ev": -14.659, "smiles": "C[C@H]1O[C@](O)(C=[NH2+])C1(C)C", "multiplicity": 1, "symbols": ["C", "C", "C", "C", "C", "C", "C", "N", "O", "O", "H", "H", "H", "H", "H", "H", "H", "H", "H", "H", "H", "H", "H", "H"], "coordinates": [[-0.7863, 0.3508, -0.7805], [-1.3422, 1.6023, -1.4721], [0.7022, -1.1062, -0.7793], [0.3756, 0.0026, 0.2601], [0.5467, -2.5582, -0.3898], [1.4471, 1.0742, 0.3635], [-0.1321, -0.4314, 1.6200], [-1.4668, 2.7618, -0.9313], [-2.1463, 0.1833, -0.3563], [-0.3702, -0.6362, -1.6478], [-1.7903, 1.3882, -2.4375], [1.6594, -0.9460, -1.2835], [0.6017, -3.1714, -1.2851], [-0.4055, -2.7465, 0.0980], [1.3532, -2.8436, 0.2791], [2.3377, 0.6403, 0.8106], [1.1225, 1.8964, 0.9974], [1.7160, 1.4629, -0.6172], [-0.3776, 0.4370, 2.2248], [0.6473, -0.9917, 2.1309], [-1.0154, -1.0573, 1.5444], [-2.0926, 3.4627, -1.3173], [-1.0250, 2.9761, -0.0427], [-2.5354, -0.5878, -0.8098]], "lowdin_charge": [-0.41, 0.07, -0.25, -0.37, -0.01, -0.02, -0.01, 0.24, 0.07, 0.04, 0.17, 0.16, 0.10, 0.09, 0.10, 0.10, 0.09, 0.10, 0.10, 0.10, 0.09, 0.16, 0.15, 0.16]}

No. 7
{"formula": "C7H14NOP", "method": "ωB97M-V with the def2-TZVPD basis set", "gap_ev": 10.7, "e_above_lowest_ev": 0.0127, "homo_energy_ev": -10.025, "smiles": "CC(C)P(=O)(C#N)C(C)C", "multiplicity": 1, "symbols": ["C", "C", "C", "C", "C", "C", "C", "N", "O", "P", "H", "H", "H", "H", "H", "H", "H", "H", "H", "H", "H", "H", "H", "H"], "coordinates": [[0.9812, -2.0359, 0.4847], [2.4822, 0.8352, -1.1511], [1.6015, 1.2871, 1.2379], [-2.2085, -1.7034, 0.3572], [-2.2672, 0.7257, -0.4111], [1.2799, 0.8581, -0.1986], [-1.4197, -0.3829, 0.4104], [1.1759, -2.8744, 1.2372], [0.1017, -1.0136, -1.9414], [0.3141, -0.7124, -0.5090], [3.3647, 0.3843, -0.6753], [2.3056, 0.3273, -2.0926], [2.7615, 1.9083, -1.2655], [2.5891, 1.2905, 1.4648], [0.9330, 0.7094, 1.8930], [1.3026, 2.2631, 1.3313], [-2.1445, -2.1674, -0.5571], [-1.7945, -2.4690, 1.1131], [-3.3322, -1.4516, 0.5345], [-2.4131, 0.4020, -1.4110], [-1.7439, 1.7378, -0.5978], [-3.2047, 0.8656, 0.0692], [0.5806, 1.4003, -0.7491], [-1.2454, -0.1839, 1.4263]], "lowdin_charge": [-0.27, -0.11, -0.05, -0.14, -0.08, -0.45, -0.38, 0.12, -0.33, 0.70, 0.08, 0.07, 0.09, 0.05, 0.08, 0.05, 0.03, 0.10, 0.11, 0.05, 0.09, 0.05, 0.07, 0.07]}

No. 8
{"formula": "C7H14NOS", "method": "ωB97M-V with the def2-TZVPD basis set", "gap_ev": [8.1, 8.1], "e_above_lowest_ev": 2.2058, "charge": 1, "homo_energy_ev": [-13.211, -13.211], "multiplicity": 1, "symbols": ["C", "C", "C", "C", "C", "C", "C", "N", "O", "S", "H", "H", "H", "H", "H", "H", "H", "H", "H", "H", "H", "H", "H", "H"], "coordinates": [[1.9809, 0.9416, 0.8077], [-2.0484, -0.4857, 0.5152], [0.8304, 0.4501, 0.2842], [-1.0044, -1.2595, 0.3502], [2.3249, 2.3923, 0.6490], [-3.4150, -0.9120, 0.9896], [0.3741, -0.8658, 0.2136], [0.4263, -0.5011, -2.2662], [2.9332, -1.9396, 0.2411], [1.3859, -2.3049, 0.3349], [2.6372, 0.1765, 1.2968], [-1.9790, 0.6683, 0.3681], [0.0374, 1.2425, -0.0831], [-1.1732, -2.3212, 0.2863], [2.4932, 2.4156, -0.4029], [3.2612, 2.7190, 1.1456], [1.4983, 2.8992, 0.9249], [-3.4057, -2.0402, 1.3053], [-4.0905, -0.8947, 0.1903], [-3.9970, -0.3291, 1.7921], [0.0100, 0.3812, -2.4879], [1.4027, -0.3579, -2.3314], [0.1708, -1.0309, -3.0810], [3.6058, -2.2980, 0.8116]], "lowdin_charge": [-0.06, -0.09, -0.17, -0.18, -0.04, -0.07, -0.47, 0.08, -0.40, 1.09, 0.12, 0.15, 0.16, 0.11, 0.09, 0.11, 0.05, 0.12, 0.05, 0.12, 0.05, 0.04, 0.06, 0.08]}